# 1
116
Properties=species:S:1:pos:R:3:forces:R:3:mulliken_charge:R:1 method="wB97M-V/def2-TZVPD" charge=-1 e_above_lowest_kcal_mol=0.0 homo_ev=-5.370
Tl 0.52839 -0.98981 -0.59630 -0.1398 -0.3045 0.0989 1.421
C -2.05686 0.07934 -4.93663 -0.0095 -0.0397 0.1466 -2.479
C -2.17004 -0.17107 -3.45493 0.1009 -0.0724 -0.2439 1.361
N -1.77560 -1.25375 -2.89897 -0.1302 0.0507 0.2468 0.321
N -1.24609 -2.21875 -3.65646 0.0512 -0.2327 -0.2029 -0.250
C -0.78001 -3.40145 -3.12332 -0.1463 -0.0579 0.0528 -0.152
N -0.16458 -4.18549 -4.05096 -0.1715 0.0324 0.0004 -0.506
S -1.00022 -3.88458 -1.56559 -0.1237 0.1280 0.1266 -0.282
C -2.74172 0.86690 -2.55595 -0.0990 0.1519 0.2081 0.373
C -3.29429 2.05362 -3.04320 0.0522 -0.0695 -0.0958 -0.997
C -3.80265 2.98315 -2.15146 -0.0352 0.0175 0.0312 -0.637
C -3.77039 2.71285 -0.79588 0.0034 0.0411 0.0070 -0.836
C -3.21850 1.50291 -0.39834 0.0567 -0.0061 -0.0767 -0.192
N -2.71393 0.61772 -1.24263 0.0708 -0.1709 0.0522 0.247
H -2.23156 -0.84468 -5.49127 -0.0607 0.0541 -0.0639 0.496
H -1.06572 0.45786 -5.20443 -0.1596 -0.0366 0.0199 0.555
H -2.78806 0.80216 -5.28479 0.0121 -0.0082 -0.0438 0.590
H -1.01333 -2.03683 -4.62163 0.0581 0.0632 -0.0221 0.252
H 0.38432 -3.71372 -4.75839 0.0498 -0.0212 0.0691 0.269
H 0.38545 -4.90520 -3.60655 0.0306 -0.0127 -0.0470 0.313
H -3.33836 2.25816 -4.10285 0.0635 0.0254 0.0280 0.328
H -4.22541 3.90996 -2.51881 0.0115 -0.0010 -0.0032 0.417
H -4.15167 3.41736 -0.06856 0.0095 -0.0350 0.0088 0.447
H -3.17737 1.22261 0.65056 0.0104 0.0575 0.0311 0.451
C 1.28847 -0.60053 3.26665 0.0101 0.0399 0.0370 -0.838
O 2.00955 -0.36898 2.07524 -0.0054 0.0156 -0.0267 0.497
C 3.34189 -0.84821 2.12901 0.0641 0.0460 -0.0351 -0.830
C 3.67305 -1.68599 0.90701 -0.0921 0.0449 -0.0348 -0.791
O 3.36333 -1.05885 -0.33119 0.0287 0.0590 0.2015 -0.130
C 4.19506 0.02441 -0.68571 -0.0996 0.0031 -0.0888 -0.382
C 3.58038 0.69157 -1.89158 -0.0050 -0.0574 0.0688 -0.085
O 2.48050 1.47641 -1.47254 0.0034 0.0453 0.0315 0.107
C 1.67946 1.90014 -2.55828 0.0261 -0.0149 0.0620 -0.325
H 1.74409 -0.06627 4.11183 -0.0237 0.0256 0.0033 0.376
H 1.25360 -1.66752 3.50490 0.0474 0.0834 0.0255 0.647
H 0.27195 -0.23695 3.10882 0.0242 0.0311 0.0025 -0.329
H 3.48022 -1.50385 2.99465 0.0142 0.0100 0.0105 0.532
H 4.01900 0.01095 2.23297 -0.0164 0.0104 0.0249 0.286
H 3.06843 -2.58978 0.93327 0.0279 -0.0458 0.0203 0.179
H 4.74059 -1.94239 0.94821 0.0122 -0.0576 -0.0507 0.450
H 5.19851 -0.34269 -0.94158 0.0285 -0.0066 0.0342 0.317
H 4.28025 0.74794 0.13133 0.0248 0.0443 0.0307 0.016
H 3.24117 -0.09534 -2.56919 -0.0182 -0.0004 -0.1008 -0.551
H 4.31531 1.32467 -2.40966 0.0291 -0.0193 0.0163 0.591
H 1.20804 1.04169 -3.05032 0.0064 -0.0192 0.0072 -0.199
H 2.28114 2.44362 -3.29974 -0.0072 0.0042 -0.0051 0.283
H 0.91893 2.55861 -2.14764 -0.0468 0.0291 0.0006 0.247
O 1.70874 -3.90513 2.78256 -0.0467 -0.0626 -0.0234 -0.781
C 0.71947 -3.51841 2.14383 -0.1869 0.2427 0.2404 -0.154
O 0.70224 -2.90395 1.04200 0.0995 -0.2178 -0.1120 0.009
C -0.69505 -3.73882 2.76189 0.2855 0.2980 -0.5079 -1.089
P -1.74533 -2.25482 2.35649 -0.3821 -0.2824 0.1979 1.685
C -3.21024 -2.99881 1.51498 0.1003 0.1613 -0.0051 -0.122
C -3.78419 -2.27819 0.47072 0.1511 -0.0323 0.0441 0.052
C -4.91186 -2.75571 -0.18399 -0.0355 0.0237 -0.0306 -0.449
C -5.47081 -3.96664 0.19359 0.0119 0.0418 -0.0205 -0.555
C -4.90279 -4.69403 1.23250 0.0173 -0.0423 0.0529 -0.803
C -3.78503 -4.20884 1.89507 -0.0781 -0.0330 -0.0341 -0.328
C -2.56261 -1.90030 3.98525 0.1842 0.1300 -0.0459 0.187
C -1.83515 -1.94938 5.17648 0.0109 -0.0165 -0.0522 -0.349
C -2.39104 -1.52736 6.37711 0.0167 0.0004 0.0255 -0.741
C -3.68483 -1.02858 6.41214 -0.0076 0.0108 -0.0203 -0.517
C -4.41304 -0.95044 5.23169 -0.0177 0.0094 -0.0040 -0.617
C -3.85840 -1.37707 4.03404 0.0498 -0.0617 0.0254 -0.741
H -0.63067 -3.97044 3.82093 -0.0558 -0.0249 0.0390 0.453
H -1.11724 -4.59251 2.22988 -0.0566 -0.0509 0.0570 0.458
H -3.31419 -1.35526 0.15136 -0.0133 -0.0217 -0.1049 0.280
H -5.33865 -2.18739 -1.00254 0.0249 -0.0183 0.0115 0.428
H -6.34111 -4.35027 -0.32542 0.0108 -0.0019 0.0067 0.349
H -5.33173 -5.64591 1.52356 0.0006 0.0217 0.0140 0.369
H -3.36334 -4.77606 2.71689 0.0265 -0.0041 -0.0117 0.386
H -0.81716 -2.32357 5.16470 -0.0141 0.0101 0.0408 0.261
H -1.80987 -1.58799 7.29023 0.0040 -0.0041 -0.0286 0.416
H -4.12174 -0.70140 7.34775 0.0076 -0.0027 -0.0068 0.376
H -5.42297 -0.55641 5.24344 0.0111 -0.0149 -0.0022 0.399
H -4.44071 -1.31361 3.12249 -0.0249 -0.0068 -0.0028 0.317
O 2.60700 -3.52771 -4.27019 0.1010 -0.0294 0.0270 -0.756
C 2.30826 -2.36312 -3.96745 0.0099 0.3228 0.0076 -0.441
O 1.58072 -1.92881 -3.03750 0.2358 -0.0104 -0.3063 -0.335
C 2.85513 -1.27082 -4.90277 -0.1562 -0.0170 0.1733 0.330
C 4.18595 -1.23141 -5.29582 0.0437 -0.0371 -0.0347 -0.442
C 4.66505 -0.18723 -6.07994 -0.0091 -0.1081 0.0358 -0.569
C 3.81002 0.80862 -6.51661 -0.0854 0.2084 -0.1364 -0.629
C 2.47330 0.74047 -6.15083 0.2927 -0.3964 0.2319 -0.355
C 1.99420 -0.27490 -5.33849 -0.0614 0.2152 -0.1143 0.955
N 1.55479 1.77690 -6.61192 -0.1028 0.2233 -0.2382 1.038
O 2.02375 2.77284 -7.13132 0.0437 -0.0502 0.0401 -0.648
O 0.35861 1.59160 -6.46945 0.0660 0.0125 0.0423 -0.641
H 4.84535 -2.02858 -4.97380 -0.0293 0.0095 0.0000 0.477
H 5.71037 -0.15513 -6.35972 -0.0102 0.0083 -0.0075 0.393
H 4.15123 1.62140 -7.14122 0.0103 0.0013 0.0328 0.494
H 0.95974 -0.27479 -5.02575 0.0549 -0.0505 0.0424 -0.283
O 0.34422 3.45082 0.06060 0.0683 -0.0207 -0.2358 -0.857
S 0.40736 2.61239 1.28341 0.0301 0.3796 0.5262 1.319
C -0.50847 3.55078 2.54125 -0.1218 -0.2925 -0.1224 -0.394
C -0.36607 4.92869 2.59250 0.0368 0.0663 -0.0352 -0.394
C -1.14127 5.65812 3.47786 0.0143 0.0073 -0.0239 -0.767
C -2.06093 5.01148 4.29916 0.0369 -0.0327 -0.0003 -0.380
C -2.19766 3.63304 4.24120 -0.0374 0.0325 0.0266 -0.831
C -1.41748 2.89647 3.35681 0.0683 -0.1144 -0.0493 -0.184
C 2.03385 2.92166 2.01942 0.0212 -0.0737 -0.0490 0.287
C 2.27731 2.70741 3.36974 -0.0578 -0.0590 -0.0210 -0.524
C 3.55943 2.87867 3.86482 -0.0081 -0.0070 0.0189 -0.592
C 4.59052 3.26686 3.01645 -0.0090 -0.0178 -0.0166 -0.513
C 4.33491 3.48687 1.67093 0.0196 -0.0162 0.0553 -0.640
C 3.05080 3.31488 1.16787 -0.0948 -0.0089 -0.1161 -0.417
H 0.34278 5.41224 1.93031 -0.0398 0.0078 -0.0045 0.406
H -1.03513 6.73502 3.52202 -0.0087 -0.0117 0.0167 0.393
H -2.67115 5.58695 4.98394 -0.0023 -0.0027 -0.0091 0.389
H -2.92281 3.12783 4.86701 0.0431 -0.0069 0.0178 0.491
H -1.51627 1.81689 3.30500 -0.0393 0.0069 -0.0474 0.729
H 1.47044 2.41341 4.03076 0.0305 -0.0170 -0.0057 0.469
H 3.75666 2.70562 4.91565 -0.0097 0.0151 -0.0108 0.390
H 5.59132 3.39404 3.41018 -0.0023 0.0005 -0.0210 0.367
H 5.13871 3.77890 1.00605 -0.0273 0.0241 0.0059 0.435
H 2.82007 3.46697 0.12112 0.0545 -0.0367 -0.0004 0.474

# 2
13
Properties=species:S:1:pos:R:3:forces:R:3:mulliken_charge:R:1 method="wB97M-V/def2-TZVPD" charge=-1 e_above_lowest_kcal_mol=126.2 homo_ev=-3.958
C -1.71042 1.16448 0.26428 -0.4807 -1.6620 -0.2664 -0.192
C -0.43805 0.88717 1.14918 -1.2105 0.6382 0.7086 -0.574
C -3.41007 0.58630 -0.02388 0.9745 -0.8622 1.3873 0.506
C 0.96754 -0.89415 0.18148 -0.4545 -1.4303 1.7605 -0.887
N -1.08993 0.19142 -0.69284 -0.1675 0.0901 -0.9846 -0.382
N 0.02581 0.15064 0.15749 -0.2566 1.6021 0.3017 0.475
O -4.21266 1.47284 -0.03033 -1.2688 3.0328 0.1338 -0.637
O -3.54743 -0.58670 -0.26555 0.6686 -1.7741 -0.1430 -0.600
H -1.95159 2.19079 -0.01540 0.7837 0.0253 -0.2752 0.171
H 0.38873 -1.75634 -0.08468 -0.0808 -0.8620 -0.4377 0.358
H 1.83155 -0.83889 -0.41679 0.9514 0.5624 -1.1219 0.277
H 1.29147 -1.09250 1.21932 -0.1505 0.4686 -0.3645 0.313
H -0.92953 0.62687 -1.58306 0.6916 0.1712 -0.6987 0.173

# 3
8
Properties=species:S:1:pos:R:3:forces:R:3:mulliken_charge:R:1 method="wB97M-V/def2-TZVPD" e_above_lowest_kcal_mol=10.6 homo_ev=-11.840
O -1.54572 -0.95291 -0.72822 0.7183 0.8556 0.3396 -0.511
N -1.07271 0.12290 -0.39273 -0.5967 -0.7586 -0.2140 0.870
O -1.56165 1.20415 -0.58878 0.4538 0.0677 0.1867 -0.507
C 0.32170 0.04698 0.35425 -1.4355 0.3337 0.9906 0.708
O 1.27124 0.14913 -0.55898 -0.2501 0.6967 -0.2616 -0.434
F 0.31882 1.03023 1.29929 0.1172 -0.7424 -1.1406 -0.232
F 0.30796 -1.11840 0.99816 0.3334 0.0852 -0.0473 -0.239
H 1.96036 -0.48209 -0.38302 0.6596 -0.5380 0.1465 0.345

no.,electronic energy (eV)
1,-113127.8614
2,-11300.6172
3,-14117.7881